The following is a DFT calculation (the ωB97M-V functional and the def2-TZVPD basis) of C13H10F5MnNO as an isolated structure.

Output
Maximum force (Eh/bohr): 0.07469
Energy relative to the best compared isomer or geometry (same formula, charge and spin) (eV): 0.000
Expectation value of S²: 6.50
E_tot (Ha): -2281.5403
Total charge: -1
Highest occupied orbital energy (spin up / spin down) (Ha): -0.115 / -0.138
Spin multiplicity: 5
HOMO-LUMO gap (spin up / spin down) (eV): 6.19 / 6.82

```
31
Properties=species:S:1:pos:R:3:forces:R:3:nbo_charge:R:1
C -0.444 0.795 -3.346 -0.322 0.452 -0.394 -0.418
C 0.925 0.777 -2.962 -0.091 1.234 0.045 -0.329
C 1.063 1.460 -1.706 -0.730 0.716 -0.756 -0.298
C -0.219 1.936 -1.314 0.002 0.106 -2.041 -0.298
C -1.196 1.505 -2.319 1.724 1.385 -0.431 -0.290
Mn -0.643 -0.328 -1.449 -1.673 2.055 2.780 1.111
N -2.518 0.030 -0.843 0.929 -1.092 -0.388 -1.017
C 0.210 -2.114 -1.890 -0.071 -1.980 0.299 -0.592
C 1.474 -1.676 -1.942 1.536 -1.554 -0.407 -0.281
H 2.002 1.682 -1.188 -0.502 -0.364 -0.180 0.222
H 1.770 0.456 -3.568 -0.414 -0.158 0.194 0.211
H -0.423 2.610 -0.497 -0.089 -0.482 -0.005 0.246
H -2.232 1.819 -2.352 0.306 -0.321 0.003 0.263
H -0.878 0.344 -4.267 0.417 0.483 0.863 0.224
H 1.999 -1.523 -2.905 -0.688 0.176 0.779 0.204
H -0.213 -2.470 -0.939 0.322 -0.060 -0.214 0.232
H -2.513 -1.002 -0.673 -0.355 -0.179 0.156 0.227
H 2.169 -1.770 -1.076 -0.968 0.411 -0.491 0.231
H -0.493 -2.153 -2.727 0.525 -0.255 -0.249 0.220
F -0.330 0.229 5.866 -0.035 -0.003 0.358 -0.315
C -0.154 0.102 4.539 0.027 -0.033 -0.360 0.196
C -0.416 1.177 3.694 0.182 -0.463 -0.080 0.260
F -0.849 2.345 4.201 0.051 -0.134 0.072 -0.310
C -0.239 1.041 2.332 -0.037 -0.193 -0.002 0.275
F -0.530 2.107 1.556 0.111 -0.269 0.359 -0.321
C 0.192 -0.172 1.721 -0.319 -0.059 0.291 0.289
O 0.293 -0.306 0.459 0.499 -0.583 0.053 -0.801
C 0.477 -1.235 2.636 -0.265 0.810 -0.035 0.229
F 0.914 -2.410 2.143 -0.045 -0.075 -0.014 -0.321
C 0.286 -1.105 4.001 -0.065 0.357 -0.252 0.263
F 0.517 -2.153 4.815 0.036 0.071 0.047 -0.314
```
Forces are in eV/Å.

=====

The following is a DFT calculation (the ωB97M-V functional and the def2-TZVPD basis) of a 2-piece molecular cluster, C13H10I2 overall.

Output
Maximum force (Eh/bohr): 0.08121
Energy relative to the best compared isomer or geometry (same formula, charge and spin) (eV): 2.581
E_tot (Ha): -1096.6137
Highest occupied orbital energy (Ha): -0.314
Spin multiplicity: 1
HOMO-LUMO gap (eV): 7.99

```
25
Properties=species:S:1:pos:R:3:forces:R:3:nbo_charge:R:1
C 2.167 -0.375 -3.093 -0.608 0.845 -0.253 -0.204
C -3.558 0.464 1.615 -1.152 0.128 0.000 -0.236
C 2.997 -0.977 -2.173 2.303 -0.672 -0.919 -0.195
C 1.113 0.465 -2.666 -1.552 -1.039 -2.747 -0.204
C -3.041 -0.084 0.475 0.378 -0.125 -1.369 -0.200
C -2.730 0.640 2.712 0.617 1.224 1.266 -0.182
C 2.733 -0.842 -0.821 0.127 0.215 -0.223 -0.196
C 0.791 0.472 -1.362 -0.121 0.405 1.546 -0.201
C -1.684 -0.311 0.337 1.201 -1.854 -1.762 -0.311
C -1.333 0.543 2.580 -2.481 -1.015 -2.286 -0.300
C 1.573 -0.193 -0.421 0.754 0.512 1.273 -0.214
C -0.879 0.079 1.389 3.805 -0.598 -1.613 0.167
C 1.352 -0.072 1.059 -3.864 0.854 0.661 -0.336
I 1.767 -1.887 2.102 0.090 0.580 0.171 0.213
I 2.108 1.874 1.953 -0.466 -1.606 -0.607 0.142
H 2.352 -0.517 -4.137 0.108 0.048 -0.470 0.215
H -4.612 0.726 1.415 0.414 -0.046 1.485 0.229
H 3.985 -1.487 -2.558 -2.219 0.890 0.936 0.222
H 0.241 0.883 -3.326 2.397 -0.624 0.663 0.223
H -3.715 -0.248 -0.370 0.300 -0.138 0.236 0.214
H -2.958 1.007 3.734 -0.853 -0.196 -1.012 0.222
H 3.465 -1.129 -0.073 -0.195 -0.347 -0.140 0.227
H -0.079 1.040 -1.111 -0.254 0.150 0.673 0.230
H -1.291 -0.913 -0.617 -0.715 1.710 2.282 0.246
H -0.763 0.844 3.360 1.989 0.700 2.209 0.229
```
Forces are in eV/Å.

=====

The following is a DFT calculation (the ωB97M-V functional and the def2-TZVPD basis) of C13H10N5O7RuSe as an isolated structure.

Output
Maximum force (Eh/bohr): 0.01412
Energy relative to the best compared isomer or geometry (same formula, charge and spin) (eV): 0.944
Expectation value of S²: 6.03
E_tot (Ha): -3797.6703
Total charge: +1
Highest occupied orbital energy (spin up / spin down) (Ha): -0.469 / -0.473
Spin multiplicity: 5
HOMO-LUMO gap (spin up / spin down) (eV): 8.51 / 5.66

```
37
Properties=species:S:1:pos:R:3:forces:R:3:nbo_charge:R:1
Ru 0.910 0.489 0.477 -0.172 -0.504 -0.479 1.466
O 3.052 -0.356 -2.783 -0.065 0.031 -0.066 -0.485
C 2.150 0.126 -2.178 0.070 0.047 0.249 0.770
O 2.295 0.510 -0.860 0.075 0.072 -0.270 -0.693
C 0.800 0.515 -2.709 -0.161 0.030 -0.047 -0.217
C 0.595 1.228 -3.881 0.055 -0.032 0.118 -0.104
C -0.624 1.865 -4.063 -0.066 0.079 -0.031 0.012
C -1.590 1.950 -3.073 0.143 -0.040 0.015 -0.136
C -1.352 1.226 -1.922 0.041 0.002 -0.066 -0.055
C -0.256 0.374 -1.810 0.048 -0.025 0.087 0.402
O -0.145 -0.486 -0.788 -0.075 -0.043 -0.095 -0.646
N -2.047 1.544 -0.677 -0.004 -0.043 -0.058 0.549
O -3.215 1.795 -0.677 0.037 -0.018 0.013 -0.257
O -1.321 1.625 0.335 -0.105 0.017 0.073 -0.459
N -0.850 2.618 -5.317 -0.055 -0.092 -0.045 0.532
O 0.026 2.570 -6.151 -0.021 0.039 0.048 -0.344
O -1.902 3.211 -5.417 0.064 0.012 0.010 -0.352
H 1.379 1.333 -4.619 -0.005 0.005 -0.014 0.282
H -2.449 2.596 -3.184 -0.006 0.004 -0.007 0.289
Se 4.241 2.766 3.209 0.123 0.085 0.077 0.511
C 2.913 2.017 2.311 -0.240 -0.050 -0.070 0.101
N 2.034 1.527 1.729 0.464 0.324 0.455 -0.445
C 0.212 -4.507 2.600 -0.021 -0.006 0.016 -0.659
C 0.013 -3.033 2.593 0.041 0.029 -0.034 0.236
C -0.770 -2.210 3.376 0.022 0.011 -0.028 -0.328
C -0.557 -0.905 2.915 0.086 0.028 0.126 0.228
N 0.318 -0.932 1.910 -0.108 0.069 0.058 -0.368
N 0.656 -2.231 1.724 -0.170 -0.032 -0.032 -0.327
C -1.161 0.366 3.399 -0.019 0.030 0.013 -0.652
H -0.416 -4.959 3.363 0.001 -0.005 -0.003 0.251
H 1.250 -4.759 2.817 0.005 -0.002 -0.002 0.245
H -0.053 -4.940 1.636 0.004 -0.006 -0.001 0.245
H -1.416 -2.513 4.181 -0.005 -0.003 0.005 0.252
H 1.249 -2.502 0.957 0.016 -0.008 -0.011 0.429
H -1.116 0.412 4.486 -0.012 0.006 0.004 0.248
H -2.208 0.430 3.101 0.000 -0.002 -0.003 0.256
H -0.647 1.238 2.995 0.015 -0.009 -0.008 0.222
```
Forces are in eV/Å.

=====

Please write out number 2 again, unchanged.
The following is a DFT calculation (the ωB97M-V functional and the def2-TZVPD basis) of a 2-piece molecular cluster, C13H10I2 overall.

Output
Maximum force (Eh/bohr): 0.08121
Energy relative to the best compared isomer or geometry (same formula, charge and spin) (eV): 2.581
E_tot (Ha): -1096.6137
Highest occupied orbital energy (Ha): -0.314
Spin multiplicity: 1
HOMO-LUMO gap (eV): 7.99

```
25
Properties=species:S:1:pos:R:3:forces:R:3:nbo_charge:R:1
C 2.167 -0.375 -3.093 -0.608 0.845 -0.253 -0.204
C -3.558 0.464 1.615 -1.152 0.128 0.000 -0.236
C 2.997 -0.977 -2.173 2.303 -0.672 -0.919 -0.195
C 1.113 0.465 -2.666 -1.552 -1.039 -2.747 -0.204
C -3.041 -0.084 0.475 0.378 -0.125 -1.369 -0.200
C -2.730 0.640 2.712 0.617 1.224 1.266 -0.182
C 2.733 -0.842 -0.821 0.127 0.215 -0.223 -0.196
C 0.791 0.472 -1.362 -0.121 0.405 1.546 -0.201
C -1.684 -0.311 0.337 1.201 -1.854 -1.762 -0.311
C -1.333 0.543 2.580 -2.481 -1.015 -2.286 -0.300
C 1.573 -0.193 -0.421 0.754 0.512 1.273 -0.214
C -0.879 0.079 1.389 3.805 -0.598 -1.613 0.167
C 1.352 -0.072 1.059 -3.864 0.854 0.661 -0.336
I 1.767 -1.887 2.102 0.090 0.580 0.171 0.213
I 2.108 1.874 1.953 -0.466 -1.606 -0.607 0.142
H 2.352 -0.517 -4.137 0.108 0.048 -0.470 0.215
H -4.612 0.726 1.415 0.414 -0.046 1.485 0.229
H 3.985 -1.487 -2.558 -2.219 0.890 0.936 0.222
H 0.241 0.883 -3.326 2.397 -0.624 0.663 0.223
H -3.715 -0.248 -0.370 0.300 -0.138 0.236 0.214
H -2.958 1.007 3.734 -0.853 -0.196 -1.012 0.222
H 3.465 -1.129 -0.073 -0.195 -0.347 -0.140 0.227
H -0.079 1.040 -1.111 -0.254 0.150 0.673 0.230
H -1.291 -0.913 -0.617 -0.715 1.710 2.282 0.246
H -0.763 0.844 3.360 1.989 0.700 2.209 0.229
```
Forces are in eV/Å.